{
  "formula": "C37H62N2O5PPtS",
  "method": "wB97M-V/def2-TZVPD",
  "symbols": ["Pt", "C", "C", "C", "C", "C", "C", "C", "C", "C", "C", "C", "C", "C", "C", "C", "C", "C", "H", "H", "H", "H", "H", "H", "H", "H", "H", "H", "H", "H", "H", "H", "H", "H", "H", "H", "H", "H", "H", "H", "H", "H", "H", "H", "H", "H", "H", "C", "C", "N", "C", "C", "C", "S", "N", "C", "O", "C", "C", "C", "C", "C", "C", "H", "H", "H", "H", "H", "H", "H", "H", "H", "H", "H", "H", "H", "H", "H", "C", "C", "C", "C", "O", "P", "O", "O", "O", "C", "C", "C", "C", "H", "H", "H", "H", "H", "H", "H", "H", "H", "H", "H", "H", "H", "H", "H", "H", "H", "H"],
  "positions_angstrom": [[-0.3621, -0.2698, 0.4256], [-1.3643, -1.2621, 1.9868], [-1.9640, -1.7017, 0.7375], [-1.3581, -3.1001, 0.5087], [-0.6357, -3.4299, 1.6284], [-0.5693, -2.3270, 2.5148], [0.1815, -2.2945, 3.7981], [1.6703, -2.5862, 3.5277], [-0.4071, -3.4276, 4.6702], [0.0437, -0.9518, 4.5099], [-1.3905, -3.9791, -0.7261], [-2.7212, -4.7573, -0.8349], [-0.2929, -5.0524, -0.6377], [-1.1462, -3.1588, -2.0079], [-3.4501, -1.4146, 0.4812], [-3.8967, -0.0894, 1.1172], [-4.2322, -2.5138, 1.2290], [-3.8340, -1.3583, -0.9957], [-1.7965, -0.5169, 2.6386], [-0.0278, -4.3129, 1.7402], [1.8133, -3.5334, 3.0089], [2.1839, -2.6410, 4.4882], [2.1170, -1.7904, 2.9310], [-0.2306, -4.4091, 4.2316], [-1.4793, -3.3004, 4.8264], [0.0822, -3.3938, 5.6443], [0.4212, -0.1387, 3.8876], [0.6227, -0.9752, 5.4332], [-0.9938, -0.7444, 4.7788], [-2.9481, -5.2895, 0.0898], [-2.5995, -5.5001, -1.6237], [-3.5702, -4.1355, -1.1014], [-0.4758, -5.7602, 0.1717], [0.6941, -4.6078, -0.5074], [-0.2862, -5.6188, -1.5696], [-1.5326, -2.1446, -1.9507], [-1.6168, -3.6629, -2.8538], [-0.0790, -3.0847, -2.2024], [-3.8161, -0.1153, 2.2047], [-4.9527, 0.0571, 0.8843], [-3.3424, 0.7666, 0.7441], [-3.9865, -2.4965, 2.2934], [-4.0489, -3.5159, 0.8568], [-5.3008, -2.3131, 1.1359], [-3.3095, -0.5437, -1.4971], [-4.9060, -1.1659, -1.0701], [-3.6332, -2.2786, -1.5334], [1.6243, -1.4842, -3.6507], [2.6761, -1.9485, -2.6551], [3.0626, -0.8658, -1.7487], [4.1161, 0.0269, -2.2564], [5.4868, -0.3744, -1.7347], [2.5072, -0.6137, -0.5703], [1.3186, -1.8065, 0.0488], [2.9690, 0.4315, 0.0914], [2.4358, 0.9350, 1.2181], [1.2765, 0.7674, 1.6560], [3.3325, 1.8448, 1.9842], [2.8446, 2.4685, 3.1311], [3.6530, 3.3314, 3.8506], [4.9530, 3.5768, 3.4295], [5.4455, 2.9576, 2.2888], [4.6386, 2.0949, 1.5658], [1.3758, -2.2922, -4.3402], [1.9797, -0.6367, -4.2378], [0.7233, -1.1722, -3.1234], [3.5893, -2.2703, -3.1568], [2.3167, -2.7984, -2.0803], [3.8703, 1.0505, -1.9825], [4.0835, -0.0469, -3.3432], [5.5137, -0.3178, -0.6479], [6.2497, 0.2929, -2.1364], [5.7393, -1.3919, -2.0360], [1.8287, 2.2733, 3.4462], [3.2717, 3.8151, 4.7402], [5.5825, 4.2550, 3.9905], [6.4594, 3.1493, 1.9635], [5.0045, 1.6151, 0.6700], [0.3888, 4.0517, 0.8778], [0.4874, 4.1482, -0.6333], [0.2071, 5.5594, -1.1163], [1.8074, 3.6271, -1.1716], [-0.6027, 3.3505, -1.2515], [-1.0438, 1.8782, -1.0150], [0.0561, 0.8392, -1.3382], [-1.4459, 1.5481, 0.4510], [-2.2669, 1.6850, -1.9571], [-3.0131, 2.5765, -2.8712], [-2.0802, 3.0288, -3.9790], [-4.1170, 1.6838, -3.4098], [-3.5829, 3.7324, -2.0702], [1.1222, 4.7238, 1.3262], [0.5871, 3.0407, 1.2314], [-0.6050, 4.3463, 1.2151], [0.9810, 6.2310, -0.7430], [-0.7575, 5.9104, -0.7506], [0.2133, 5.6019, -2.2053], [2.6244, 4.2137, -0.7470], [1.8411, 3.7227, -2.2574], [1.9637, 2.5825, -0.9028], [-1.6419, 2.1658, -4.4808], [-1.2849, 3.6650, -3.5957], [-2.6507, 3.5970, -4.7148], [-3.6949, 0.8278, -3.9365], [-4.7378, 2.2475, -4.1063], [-4.7474, 1.3238, -2.5971], [-2.7959, 4.3776, -1.6848], [-4.1821, 3.3586, -1.2393], [-4.2300, 4.3292, -2.7143]],
  "forces_ev_per_angstrom": [[-0.14, -0.32, 0.83], [-0.11, 0.36, -0.54], [0.27, 0.22, -0.09], [0.04, 0.03, 0.11], [0.10, 0.00, 0.06], [0.16, -0.39, -0.04], [-0.03, -0.10, -0.02], [0.01, 0.04, 0.04], [0.04, 0.05, 0.05], [0.00, 0.01, 0.01], [0.10, -0.01, 0.02], [-0.05, 0.00, 0.02], [0.01, 0.00, -0.04], [-0.04, 0.00, -0.01], [-0.10, 0.09, 0.17], [-0.04, 0.02, -0.03], [-0.04, 0.03, -0.02], [0.00, -0.01, -0.02], [-0.03, -0.02, -0.02], [-0.05, -0.01, 0.00], [0.01, -0.01, -0.02], [0.01, 0.00, 0.00], [-0.01, -0.04, 0.03], [-0.01, 0.00, -0.02], [0.00, 0.01, -0.01], [0.00, -0.02, 0.00], [-0.01, 0.01, -0.01], [0.01, 0.01, 0.00], [0.00, 0.01, 0.01], [0.01, 0.00, 0.01], [0.01, 0.00, -0.01], [0.01, -0.01, 0.04], [-0.01, -0.02, 0.00], [0.00, 0.01, 0.01], [-0.01, 0.01, 0.00], [-0.04, 0.02, -0.01], [0.02, 0.00, -0.01], [0.01, 0.00, 0.03], [0.00, 0.02, 0.01], [0.00, -0.02, 0.01], [-0.04, -0.05, 0.01], [0.01, 0.00, 0.00], [0.02, -0.05, -0.03], [0.01, -0.01, -0.01], [0.02, 0.00, 0.01], [0.00, 0.01, -0.01], [0.01, 0.00, -0.02], [0.02, -0.01, -0.02], [-0.04, -0.03, 0.04], [0.04, 0.01, -0.03], [-0.01, 0.03, -0.06], [0.00, 0.02, -0.03], [0.04, 0.05, 0.02], [-0.09, 0.16, 0.03], [-0.29, -0.07, 0.22], [0.44, -0.11, -0.13], [-0.34, 0.08, -0.57], [0.03, 0.01, 0.07], [0.01, -0.02, -0.01], [0.00, 0.01, 0.02], [0.02, 0.02, 0.01], [0.01, 0.00, 0.00], [-0.07, 0.00, 0.01], [-0.01, 0.01, 0.01], [0.02, 0.00, 0.00], [-0.01, 0.04, -0.01], [-0.01, -0.01, -0.05], [0.00, 0.01, 0.02], [0.02, -0.05, 0.01], [0.01, 0.01, -0.01], [-0.01, 0.00, 0.02], [0.00, 0.00, 0.00], [-0.01, -0.01, 0.00], [-0.01, 0.00, 0.00], [0.00, 0.00, 0.00], [0.01, -0.01, 0.00], [0.00, 0.00, -0.01], [0.01, -0.01, -0.02], [0.02, -0.03, 0.00], [-0.02, -0.02, -0.01], [0.06, -0.01, 0.01], [0.03, 0.02, 0.07], [-0.08, -0.03, 0.11], [0.15, -0.26, 0.39], [-0.20, 0.26, 0.14], [0.19, 0.04, -0.69], [0.04, -0.08, 0.00], [0.07, -0.02, 0.07], [-0.05, 0.04, -0.06], [0.01, 0.03, -0.01], [-0.05, 0.04, -0.04], [0.01, -0.01, -0.02], [-0.01, 0.02, -0.01], [-0.01, 0.01, 0.00], [-0.01, -0.01, 0.00], [-0.02, -0.01, 0.00], [-0.01, 0.00, -0.01], [-0.01, 0.00, -0.01], [-0.01, -0.02, -0.01], [-0.02, 0.02, -0.02], [0.01, -0.01, 0.01], [-0.01, -0.01, 0.00], [0.01, 0.01, 0.00], [0.01, -0.01, 0.01], [0.01, 0.00, 0.00], [0.00, 0.00, 0.01], [0.00, -0.02, 0.00], [0.01, -0.01, 0.01], [0.00, 0.00, 0.00]],
  "e_homo_ha": -0.410,
  "spin_multiplicity": 1,
  "e_tot_ha": -2791.5811,
  "relative_energy_kcal_mol": 7.9,
  "total_charge": 1,
  "fmax_ha_per_bohr": 0.017
}

---

{
  "formula": "C37H63BCl27N2O2",
  "method": "wB97M-V/def2-TZVPD",
  "symbols": ["C", "C", "C", "N", "C", "C", "C", "C", "C", "C", "C", "C", "C", "C", "C", "C", "C", "C", "C", "C", "C", "C", "C", "C", "C", "C", "B", "O", "O", "C", "C", "C", "N", "H", "H", "H", "H", "H", "H", "H", "H", "H", "H", "H", "H", "H", "H", "H", "H", "H", "H", "H", "H", "H", "H", "H", "H", "H", "H", "H", "H", "H", "H", "H", "H", "H", "H", "H", "H", "H", "H", "H", "H", "H", "H", "H", "H", "H", "H", "H", "H", "H", "H", "H", "H", "H", "H", "C", "Cl", "Cl", "Cl", "H", "C", "Cl", "Cl", "Cl", "H", "C", "Cl", "Cl", "Cl", "H", "C", "Cl", "Cl", "Cl", "H", "C", "Cl", "Cl", "Cl", "H", "C", "Cl", "Cl", "Cl", "H", "C", "Cl", "Cl", "Cl", "H", "C", "Cl", "Cl", "Cl", "H", "C", "Cl", "Cl", "Cl", "H"],
  "positions_angstrom": [[-5.5281, 0.7621, -1.1942], [-4.9294, 1.2509, -0.2981], [-4.1897, 1.6956, 0.8803], [-3.0713, 0.7239, 1.1911], [-3.7268, -0.2887, 2.0492], [-2.8477, -1.4328, 2.5354], [-3.5863, -2.7688, 2.6015], [-3.7512, -3.5365, 1.2715], [-2.6691, -3.2858, 0.2037], [-3.1264, -2.2236, -0.8054], [-2.0505, -1.6868, -1.7554], [-0.7920, -1.1800, -1.0446], [-0.0121, -0.1503, -1.8668], [1.0050, -0.7773, -2.8159], [2.2602, -1.3115, -2.1005], [3.5158, -0.4197, -2.2682], [4.6817, -1.2089, -2.8623], [5.9548, -0.3761, -3.0273], [6.5855, 0.0657, -1.6923], [8.0008, -0.4967, -1.4779], [8.8175, 0.3549, -0.5068], [10.2195, -0.2414, -0.2775], [10.7492, -0.0907, 1.1676], [11.2264, -1.4062, 1.8290], [10.5298, -1.6608, 3.1713], [-4.4889, 0.5697, 3.0543], [-3.6409, 1.2788, 4.1783], [-2.4025, 1.8415, 3.8525], [-4.1735, 1.3386, 5.4287], [-5.1045, 1.6946, 2.1361], [-5.1863, 3.1169, 2.6821], [-6.0112, 3.9492, 1.7109], [-7.1230, 3.5132, 1.2869], [-6.0280, 0.3315, -2.0372], [-3.7699, 2.6730, 0.6403], [-2.3605, 1.2774, 1.6824], [-2.6810, 0.3815, 0.3085], [-4.5056, -0.7298, 1.4190], [-2.5459, -1.1850, 3.5585], [-1.9190, -1.4815, 1.9658], [-4.5943, -2.5507, 2.9702], [-3.1304, -3.3814, 3.3761], [-3.7287, -4.5971, 1.5249], [-4.7305, -3.3699, 0.8195], [-1.7078, -3.0606, 0.6649], [-2.5342, -4.2133, -0.3571], [-3.5816, -1.3972, -0.2523], [-3.8986, -2.6871, -1.4231], [-2.5131, -0.8930, -2.3456], [-1.7734, -2.4892, -2.4429], [-1.0773, -0.7192, -0.0897], [-0.1354, -2.0258, -0.8384], [-0.6772, 0.5210, -2.4172], [0.5392, 0.4940, -1.1720], [1.3067, -0.0751, -3.5940], [0.5362, -1.6168, -3.3391], [2.5008, -2.3027, -2.4874], [2.0578, -1.4370, -1.0345], [3.8120, -0.0590, -1.2828], [3.2968, 0.4171, -2.9340], [4.3723, -1.5861, -3.8415], [4.8957, -2.0749, -2.2282], [5.6960, 0.4999, -3.6266], [6.6701, -0.9698, -3.5981], [6.6199, 1.1567, -1.6670], [5.9687, -0.2615, -0.8524], [8.5122, -0.5533, -2.4392], [7.8869, -1.4879, -1.0321], [8.9537, 1.3344, -0.9714], [8.2884, 0.4553, 0.4413], [10.1876, -1.3080, -0.5119], [10.9358, 0.2064, -0.9659], [10.0021, 0.3806, 1.8073], [11.6006, 0.5913, 1.1374], [11.0045, -2.2422, 1.1666], [12.2983, -1.3475, 2.0125], [9.5474, -2.1068, 3.0151], [11.1062, -2.3462, 3.7938], [10.4090, -0.7340, 3.7327], [-5.2447, -0.0707, 3.5052], [-2.3404, 2.7932, 3.9886], [-3.8303, 2.0685, 5.9593], [-6.1182, 1.3547, 1.9482], [-5.6986, 3.1739, 3.6452], [-4.2098, 3.6032, 2.7343], [-5.6125, 4.9155, 1.4032], [-7.5357, 4.1934, 0.6493], [-4.3484, 7.1606, -1.0895], [-4.4829, 8.9017, -0.9411], [-3.7065, 6.4504, 0.4053], [-5.9024, 6.4264, -1.4894], [-3.6533, 6.9343, -1.8876], [-2.2946, 2.0305, -4.5437], [-0.5587, 1.9245, -4.2569], [-3.1978, 1.5880, -3.0894], [-2.7456, 3.6454, -5.0790], [-2.5469, 1.3274, -5.3277], [-0.3554, 3.9048, -0.5007], [-0.9069, 4.4194, -2.0845], [-1.4035, 2.6064, 0.1360], [1.3126, 3.3633, -0.5448], [-0.4287, 4.7398, 0.1834], [-6.8941, -1.2865, -5.4527], [-6.3289, -0.6795, -3.8802], [-8.2596, -0.3470, -6.0257], [-5.5581, -1.3014, -6.6051], [-7.2252, -2.3070, -5.3213], [8.4314, -4.5598, 5.3373], [7.7656, -4.4764, 3.7006], [10.0390, -5.2776, 5.3188], [8.4653, -2.9660, 6.0849], [7.7846, -5.1957, 5.9226], [8.6136, -4.8039, 9.9351], [9.9576, -5.7715, 10.5296], [9.1239, -3.1523, 9.6026], [7.8995, -5.5509, 8.4987], [7.8525, -4.7740, 10.7028], [-6.3718, 3.5167, -7.1652], [-5.2732, 4.5544, -8.0707], [-5.7154, 1.8862, -6.9926], [-6.7385, 4.2105, -5.5828], [-7.2976, 3.4442, -7.7197], [-8.2878, 4.5245, 4.8979], [-8.5003, 6.2617, 5.0903], [-7.5020, 3.8226, 6.3208], [-9.8187, 3.7252, 4.5731], [-7.6452, 4.3604, 4.0433], [-5.7324, -5.1985, -7.0534], [-4.8405, -5.5027, -5.5611], [-5.8415, -6.6493, -8.0357], [-7.3428, -4.5610, -6.6934], [-5.1973, -4.4441, -7.6148]],
  "forces_ev_per_angstrom": [[-0.78, -0.64, -1.29], [1.00, 0.15, 1.29], [-1.25, 0.11, -0.63], [-0.53, 0.83, -0.41], [-0.70, -0.83, -0.02], [0.32, 0.57, 0.84], [-0.58, 0.40, -0.33], [0.60, -0.39, 0.05], [-0.50, -0.25, -0.25], [0.58, -0.20, 0.05], [-0.11, -0.32, 0.28], [-0.22, 0.33, -0.57], [0.37, 0.27, 0.28], [-0.06, -0.57, 0.05], [0.17, 0.30, -0.22], [-0.08, -0.69, 0.17], [0.09, 0.25, -0.05], [-0.40, -0.20, 0.23], [0.27, -0.07, -0.37], [-0.57, 0.50, 0.49], [0.60, -0.29, -0.66], [-0.20, -0.12, 0.58], [0.44, -0.10, -0.32], [-0.41, 0.42, 0.40], [0.15, -0.15, -0.09], [0.59, 0.07, 0.15], [0.17, -0.26, 0.45], [-0.46, 0.22, -0.64], [-0.13, 0.59, -0.47], [0.46, -0.54, 1.00], [-0.50, 0.39, -0.52], [-0.42, -0.06, -0.05], [0.34, 0.18, 0.06], [0.02, 0.38, 0.55], [0.03, -0.10, 0.39], [0.08, -0.54, 0.45], [0.05, -0.33, 0.18], [0.15, 0.09, -0.29], [0.18, 0.00, -0.03], [-0.07, -0.11, -0.12], [0.02, -0.08, 0.19], [0.20, -0.12, -0.17], [-0.13, -0.02, 0.02], [-0.04, 0.16, 0.06], [0.03, 0.07, -0.04], [0.18, -0.02, 0.04], [-0.14, 0.03, -0.22], [-0.29, 0.21, 0.16], [0.17, -0.03, -0.07], [0.00, 0.06, -0.13], [0.12, -0.15, 0.12], [-0.01, 0.02, 0.36], [-0.05, -0.45, 0.39], [0.05, 0.04, -0.04], [-0.03, 0.07, 0.02], [-0.16, 0.10, -0.08], [-0.03, -0.05, 0.02], [-0.08, -0.09, 0.00], [0.02, 0.39, -0.10], [0.01, 0.20, 0.17], [0.01, -0.11, 0.01], [-0.03, -0.06, -0.01], [0.13, 0.01, -0.10], [0.08, 0.09, -0.06], [0.03, 0.03, 0.14], [-0.10, 0.12, 0.03], [0.13, -0.20, 0.03], [0.25, -0.22, -0.35], [-0.28, 0.22, 0.31], [-0.06, 0.11, 0.00], [-0.02, -0.02, -0.08], [-0.06, -0.05, -0.15], [-0.11, 0.00, -0.06], [-0.07, 0.14, 0.15], [0.30, -0.09, -0.04], [0.08, -0.19, -0.21], [-0.09, 0.11, 0.08], [-0.05, -0.08, 0.01], [-0.01, 0.02, 0.04], [-0.23, 0.24, 0.02], [0.31, -0.10, 0.35], [0.16, -0.32, 0.28], [0.00, 0.24, -0.64], [0.23, -0.18, 0.17], [0.12, -0.17, 0.32], [0.03, 0.04, 0.08], [-0.14, -0.07, 0.01], [-0.10, 0.03, -0.06], [0.01, -0.03, 0.01], [0.20, 0.01, 0.01], [0.02, -0.03, -0.01], [0.02, -0.04, 0.02], [0.11, 0.09, -0.03], [0.01, 0.18, -0.64], [-0.11, 0.12, -0.09], [-0.05, 0.03, -0.04], [-0.06, 0.01, 0.02], [0.28, 0.13, -0.19], [-0.10, 0.13, 0.23], [0.67, 0.58, -0.39], [-0.02, 0.00, 0.01], [-0.06, -0.02, 0.04], [-0.05, 0.05, 0.01], [-0.03, -0.34, -0.53], [-0.02, -0.03, -0.03], [-0.01, -0.13, 0.00], [0.07, -0.03, 0.08], [0.12, 0.10, -0.17], [-0.04, -0.02, 0.01], [0.00, -0.01, 0.02], [-0.04, 0.02, -0.09], [-0.03, 0.00, 0.00], [0.10, 0.03, 0.00], [-0.01, -0.01, 0.01], [-0.01, -0.01, 0.06], [-0.07, -0.09, 0.16], [-0.02, -0.01, -0.01], [0.07, 0.04, 0.04], [0.00, -0.02, 0.02], [0.05, 0.17, -0.04], [0.01, -0.01, 0.00], [-0.01, -0.01, 0.00], [-0.05, 0.00, 0.02], [0.02, 0.00, 0.00], [0.06, 0.00, -0.07], [-0.02, -0.01, 0.00], [-0.01, -0.01, -0.02], [0.04, -0.01, 0.01], [0.01, 0.03, 0.00], [0.00, 0.00, 0.00], [-0.08, -0.06, -0.04], [-0.01, 0.02, 0.00]],
  "e_homo_ha": -0.423,
  "spin_multiplicity": 1,
  "e_tot_ha": -14157.3821,
  "total_charge": 1,
  "fmax_ha_per_bohr": 0.032
}